(1)
DFT (wB97M-V/def2-TZVPD) results for C11H27As3AuO2 as an isolated structure.

Calculated values
charge	+1
F_max	0.152	eV/Å
LUMO energy	-0.1455	Ha
relative energy (zero: lowest compared OMol25 entry of this formula, charge and spin)	5.54	kcal/mol
HOMO level	-11.4	eV
multiplicity	1
Kohn-Sham gap	7.427	eV
energy	-202137.4000	eV

Geometry (Å):
Au  -1.763839  -3.573922  1.675965
As  -0.000937  -1.975073  1.454732
As  -1.786176  -0.449854  -1.918704
As  1.899122  2.384624  0.349318
O  -0.507651  -1.590152  -1.746772
O  -1.108577  -2.175175  -0.510159
C  -2.022639  0.558475  -0.295763
C  1.552859  -2.409361  0.401366
C  2.927459  1.095970  1.417320
C  -0.464082  -0.079329  1.641423
C  -0.775577  0.944392  0.539524
C  -1.181428  2.229580  1.286074
C  -3.405701  -1.366350  -2.328238
C  -1.279392  0.620026  -3.426884
C  0.440168  1.220276  -0.352902
C  2.980949  2.218491  -1.276337
C  0.808258  -2.114054  3.235265
H  -3.652624  -2.002984  -1.484035
H  -4.197058  -0.640509  -2.511000
H  3.918245  1.521805  1.575001
H  -1.827753  1.560692  -3.425650
H  -1.311690  -0.121893  2.333905
H  0.080368  -1.841246  3.997726
H  1.130770  -3.139963  3.406137
H  2.417766  -1.899631  0.824421
H  -3.248957  -1.971802  -3.220066
H  1.402544  -2.147533  -0.639424
H  -0.427028  2.525561  2.014753
H  3.952709  2.676769  -1.102244
H  -2.123984  2.084324  1.816960
H  1.702044  -3.484483  0.495656
H  0.106215  1.797543  -1.224864
H  0.872841  0.289242  -0.728599
H  -0.209898  0.814804  -3.373987
H  -2.537782  1.470536  -0.614049
H  2.476594  0.944487  2.397663
H  -1.506250  0.064887  -4.336401
H  -1.304593  3.057310  0.585368
H  -2.733359  -0.024492  0.294238
H  3.040038  0.141990  0.902019
H  3.122963  1.174659  -1.555424
H  2.498404  2.752126  -2.094108
H  0.375616  0.306587  2.225097
H  1.671042  -1.447348  3.295679

Forces on the atoms, in the same order (eV/Å):
-0.03 -0.04 0.03
-0.03 0.02 -0.02
0.03 0.02 0.10
0.00 0.00 0.01
-0.04 -0.03 0.00
0.10 0.02 -0.02
-0.04 0.00 -0.02
0.04 0.01 0.05
0.00 -0.03 -0.03
0.02 0.01 0.07
-0.04 -0.02 0.04
-0.04 -0.01 0.01
-0.01 -0.03 -0.04
0.01 -0.02 -0.03
0.06 0.05 -0.13
-0.03 0.01 0.03
0.01 0.03 -0.02
-0.01 0.00 0.00
0.00 0.01 0.01
0.00 0.00 0.00
-0.01 -0.01 0.01
0.04 -0.02 -0.02
0.00 0.00 0.01
0.00 0.01 0.00
-0.05 -0.02 -0.01
0.01 0.02 0.03
0.01 -0.01 -0.01
0.01 -0.01 -0.01
0.02 0.00 0.00
-0.02 0.00 0.00
-0.02 0.01 -0.04
0.01 -0.03 0.03
0.00 0.00 0.00
-0.03 0.00 0.00
0.03 -0.01 -0.04
0.01 0.00 -0.01
0.01 0.03 0.03
0.00 0.01 -0.01
0.03 0.03 -0.01
-0.01 0.03 0.00
0.01 -0.03 -0.01
-0.01 0.01 -0.01
-0.03 0.00 -0.02
-0.01 -0.02 0.02

=====

(2)
DFT (wB97M-V/def2-TZVPD) results for one molecule with the formula C27H30N2O7.

Calculated values
F_max	0.922	eV/Å
LUMO energy	-0.0160	Ha
relative energy (zero: lowest compared OMol25 entry of this formula, charge and spin)	60.59	kcal/mol
HOMO level	-8.0	eV
multiplicity	1
Kohn-Sham gap	7.585	eV
energy	-45797.1283	eV
structure (SMILES)	COc1ccc([C@@H]2C(C(=O)c3cc4cccc(OC)c4o3)=C(O)C(=O)N2CCCN(C)C)cc1OC

Geometry (Å):
O  0.847967  -3.958123  -0.148169
O  4.933071  2.912617  -0.734680
O  -0.257060  -2.690247  2.070692
O  -2.290518  2.788271  5.952715
O  -0.389144  1.592232  0.957844
O  2.741523  3.716411  -1.849929
O  -1.482748  1.235496  3.448456
N  -1.856987  -2.079478  -4.393932
N  0.789433  -1.882061  -1.174830
C  -3.810711  -1.013540  4.974943
C  -1.353963  3.456293  5.133516
C  0.442534  -0.532829  -0.780017
C  -4.179743  -0.322432  6.105034
C  1.546175  4.257587  -2.357878
C  -3.170537  -2.588984  -4.056785
C  -0.623811  0.458390  1.340481
C  6.140127  2.551695  -0.111991
C  -1.430632  0.219110  2.546995
C  -1.579968  -2.265023  -5.803666
C  -2.268991  -0.799770  2.903208
C  2.821564  -0.049945  -0.141373
C  2.704077  2.466975  -1.318220
C  -2.350566  0.863940  4.418155
C  3.899389  2.028992  -0.702236
C  -0.830087  -2.667474  -3.550113
C  0.482162  -1.885228  -3.625243
C  -0.141407  -0.713247  0.608058
C  1.607399  1.624931  -1.350154
C  -2.728876  1.563664  5.569184
C  1.658850  0.367737  -0.758108
C  1.397278  -2.199675  -2.441051
C  -3.653337  0.934420  6.394737
C  0.607924  -2.762834  -0.179687
C  0.008250  -2.008875  0.958373
C  -2.882864  -0.410974  4.124325
C  3.938952  0.773040  -0.122433
H  6.003194  2.369195  0.959059
H  2.869689  -1.021101  0.328982
H  0.687267  1.944380  -1.810664
H  -4.214006  -1.986342  4.745220
H  -0.308436  -0.113269  -1.458829
H  0.044570  -3.606785  1.908977
H  -1.520010  -3.328203  -6.086169
H  -0.647601  -3.727851  -3.800277
H  -3.959878  1.459320  7.285179
H  -4.893765  -0.752988  6.790489
H  -3.261806  -3.674827  -4.216176
H  -0.419670  2.895250  5.053245
H  -2.373066  -1.796774  -6.384379
H  -1.165335  4.409480  5.624987
H  4.835489  0.421051  0.361761
H  1.203979  3.715947  -3.246520
H  6.806252  3.401981  -0.249230
H  -1.196611  -2.629609  -2.520760
H  -0.639545  -1.781973  -6.058377
H  0.754221  4.256347  -1.602702
H  1.625422  -3.268477  -2.410863
H  6.585812  1.665578  -0.576810
H  1.024025  -2.128536  -4.539120
H  0.252378  -0.819172  -3.642465
H  1.783560  5.283726  -2.634141
H  -2.445296  -1.706990  2.366042
H  -3.914391  -2.085126  -4.672125
H  -3.383591  -2.372410  -3.010808
H  -1.749855  3.633149  4.130837
H  2.332280  -1.636036  -2.540582

Forces on the atoms, in the same order (eV/Å):
0.00 -0.10 0.11
-0.38 0.00 -0.14
0.11 -0.11 -0.11
-0.27 -0.29 0.17
-0.11 -0.30 0.10
0.27 -0.19 0.17
0.27 0.42 -0.05
-0.03 -0.07 0.08
-0.05 0.00 0.08
0.09 0.00 -0.13
0.30 0.28 -0.20
-0.07 0.31 0.20
-0.04 -0.05 0.01
-0.18 0.07 -0.09
0.04 0.05 -0.01
-0.05 0.29 0.11
0.19 -0.08 0.10
-0.64 -0.62 0.24
0.01 0.10 0.09
0.58 0.56 -0.40
-0.29 0.04 -0.16
0.17 0.00 0.00
-0.51 -0.73 0.13
-0.07 0.15 -0.08
0.12 0.32 -0.06
-0.09 -0.28 0.26
0.08 -0.59 -0.05
0.18 0.09 -0.04
0.00 0.07 0.06
0.24 -0.04 -0.06
0.14 -0.13 -0.39
0.21 0.17 -0.16
-0.02 -0.20 -0.04
-0.10 0.43 -0.05
-0.01 0.61 0.46
0.18 0.19 0.02
0.00 -0.01 -0.04
0.02 -0.12 0.05
-0.12 0.09 -0.05
-0.07 -0.12 0.00
0.02 -0.03 0.03
-0.01 0.15 -0.08
0.00 -0.05 -0.01
-0.04 -0.01 0.05
-0.02 0.09 0.10
-0.06 -0.04 0.06
-0.02 -0.04 -0.01
-0.06 0.05 0.01
0.01 0.00 -0.08
0.01 -0.06 -0.06
0.12 0.02 0.03
0.00 0.01 0.05
-0.01 -0.09 0.03
0.00 -0.07 -0.02
0.05 0.00 -0.11
0.02 -0.01 -0.03
0.07 0.11 0.01
-0.03 0.03 0.03
0.05 0.08 -0.04
0.00 0.07 -0.07
-0.07 -0.07 0.00
0.04 -0.19 -0.16
-0.09 -0.03 0.00
-0.06 -0.03 0.04
0.03 0.00 0.07
-0.04 -0.12 0.05

=====

(3)
DFT (wB97M-V/def2-TZVPD) results for a 2-piece molecular cluster, C4H8O2 overall.

Calculated values
F_max	0.561	eV/Å
LUMO energy	0.0275	Ha
relative energy (zero: lowest compared OMol25 entry of this formula, charge and spin)	61.49	kcal/mol
HOMO level	-9.0	eV
multiplicity	1
Kohn-Sham gap	9.752	eV
energy	-8370.6152	eV
structure (SMILES)	O=CC/C=C/O.[H][H]

Geometry (Å):
O  2.554101  -0.669808  -0.462539
O  -2.447169  -0.518881  0.063693
C  1.398435  0.032425  -0.518502
C  -0.677748  1.098371  0.356791
C  0.680888  0.466459  0.517784
C  -1.690729  0.066101  0.801434
H  1.102439  0.211245  -1.548936
H  1.025360  0.272563  1.534384
H  -0.375213  -1.741561  -1.860388
H  -0.774615  1.998924  0.978044
H  -0.986638  -1.488386  -1.519931
H  2.727636  -0.909600  0.458204
H  -0.881526  1.363024  -0.685621
H  -1.655218  -0.180877  1.885583

Forces on the atoms, in the same order (eV/Å):
0.11 -0.04 0.24
0.26 0.34 0.36
-0.30 0.23 0.04
-0.05 0.04 -0.12
0.17 -0.12 -0.11
-0.23 -0.16 -0.18
0.01 0.00 0.18
-0.01 0.00 -0.13
-0.08 -0.05 -0.02
0.01 -0.15 -0.06
0.04 -0.08 -0.10
0.07 0.04 -0.14
0.07 -0.05 0.15
-0.06 0.00 -0.10

=====

(4)
DFT (wB97M-V/def2-TZVPD) results for C22H64Cu3N2O13P as an isolated structure in a non-equilibrium geometry.

Calculated values
charge	-1
F_max	3.248	eV/Å
LUMO energy (spin up / spin down)	0.0775 / 0.0774	Ha
HOMO level (spin up / spin down)	-1.5 / -4.6	eV
multiplicity	2
Kohn-Sham gap (spin up / spin down)	3.583 / 6.752	eV
energy	-196657.1816	eV
⟨S²⟩	0.75

Geometry (Å):
Cu  2.474034  0.975181  -0.415979
Cu  -2.357216  0.747061  -0.192349
Cu  0.792724  -2.134799  2.203581
P  0.234264  -0.155099  0.590881
O  1.498674  -1.019619  0.431871
O  -1.504156  2.686111  0.463261
O  2.771874  1.315011  2.918411
O  1.125774  4.796921  -4.823149
O  1.771814  -0.508029  -2.504029
O  -0.581326  -0.136199  -0.752109
O  -0.740116  -0.594279  1.674201
O  0.600704  1.308671  0.859071
O  -0.842026  -3.133799  0.147641
O  3.173304  -2.770539  -0.611099
O  -2.128076  0.041611  -2.729689
O  -0.602926  -0.270669  4.228381
O  -4.083636  -3.596279  3.965421
N  1.454804  2.719281  -1.914109
N  -3.070036  -1.387649  1.073431
C  0.903374  3.729371  -3.937849
C  4.291084  -3.451639  1.425371
C  -5.136646  -2.625609  1.501661
C  -4.016316  -1.825019  2.167491
C  -0.787996  1.099541  4.538951
C  -1.762286  3.491211  1.582321
C  4.720394  -0.156669  3.385721
C  -1.229226  1.162141  5.987021
C  3.691424  0.382511  2.388291
C  -3.180826  -2.757099  3.251471
C  1.960984  3.756901  -2.808569
C  3.361494  3.232221  -3.218099
C  -1.953656  1.189081  -3.517799
C  -0.494336  4.367581  1.632491
C  -0.021656  5.256551  -5.596359
C  1.238594  -0.539979  -3.768449
C  -0.414296  -4.149949  -1.893129
C  4.392724  -2.605459  0.081091
C  -1.540726  -3.675699  -0.921139
C  -3.465096  -4.630789  4.692891
C  2.100684  -1.559029  -4.518419
C  -3.379146  1.508051  -3.848399
H  2.295904  -2.415479  -3.873059
H  0.582574  2.998251  -1.488089
H  -2.239016  -3.057869  -1.485759
H  1.193624  1.933321  -2.492159
H  -2.624776  4.157391  1.561851
H  5.233684  -3.258349  1.937461
H  0.468144  3.856511  1.655671
H  -0.853416  -4.328239  -2.874709
H  -2.273226  -0.949539  1.513031
H  -2.235096  0.771391  6.140811
H  -0.634566  2.330011  0.659761
H  -3.376806  2.565541  -4.112639
H  4.072204  3.524751  -2.445179
H  -1.459376  0.007871  -2.041729
H  -0.453076  4.483021  -6.231679
H  0.388094  6.002541  -6.277309
H  -3.658766  0.822141  -4.648049
H  -0.358236  5.057151  0.799391
H  1.978384  1.248101  2.382221
H  -0.600736  0.651381  6.716551
H  -1.168096  2.201831  6.308591
H  -2.631416  -3.430009  2.593101
H  4.166864  -4.471879  1.062331
H  1.133314  -0.848279  -1.873049
H  -2.877896  -5.278129  4.041541
H  3.381654  -3.242579  1.988691
H  3.649844  3.737631  -4.139789
H  -1.634506  1.481291  3.968171
H  2.531714  -2.171009  -0.223109
H  -0.732046  -0.315769  3.278171
H  -0.051126  3.723181  -3.411549
H  5.494914  -0.741569  2.889621
H  -1.786246  2.874971  2.481091
H  4.119144  -0.769689  4.057151
H  5.206634  0.497631  4.109291
H  0.976764  2.830761  -4.550399
H  1.533964  -1.926769  -5.373819
H  -5.739776  -3.113439  2.267401
H  2.097654  4.769151  -2.428079
H  3.098714  -1.234279  -4.812669
H  4.494914  -1.553389  0.347171
H  0.217174  -0.902039  -3.651339
H  1.260794  0.490611  -4.122699
H  5.203854  -2.897819  -0.585769
H  -4.593576  -3.436409  1.016091
H  4.039134  0.911121  1.500731
H  3.366194  2.161671  -3.423039
H  -1.512856  1.884511  -2.803539
H  3.140044  -0.475819  2.004411
H  -2.034246  -4.582239  -0.570819
H  0.341214  -3.397759  -2.120079
H  -0.630436  -2.221959  -0.065359
H  -2.414456  -2.261169  3.847151
H  -4.022266  1.363841  -2.980229
H  -2.670596  -2.174799  0.582561
H  -0.507196  5.027151  2.500191
H  0.083324  -5.040389  -1.508959
H  -2.764926  -4.322609  5.469341
H  0.100914  1.684821  4.303631
H  -4.219666  -5.236379  5.194871
H  -5.776916  -2.017239  0.862881
H  -0.759836  5.834731  -5.040589
H  -4.438706  -1.079759  2.841491
H  -1.384486  1.187261  -4.447389

Forces on the atoms, in the same order (eV/Å):
-0.93 0.18 -0.10
-0.19 -0.25 0.62
0.27 -0.82 0.80
-1.11 1.44 -0.76
-0.18 0.77 -0.28
-2.96 -0.14 -1.34
0.23 0.06 1.24
-1.46 1.25 -0.67
1.10 0.88 2.49
0.59 -0.72 0.16
1.07 -0.37 0.32
1.75 0.80 0.12
-0.81 0.52 1.19
0.74 -0.54 -1.02
0.04 -1.44 -1.17
-0.11 0.63 0.83
-0.19 0.55 0.81
0.30 0.00 1.65
-2.17 1.30 1.22
1.01 0.73 -0.15
0.80 0.57 -2.33
0.64 -0.37 1.26
1.31 -1.51 0.73
-0.56 -1.28 0.68
2.38 1.03 0.55
-0.69 0.13 0.37
0.43 0.81 0.63
-0.36 0.19 -0.31
-0.91 -0.72 -2.63
0.41 -2.05 -1.51
-0.56 1.22 -0.64
-1.17 0.20 1.84
0.14 1.23 0.89
1.58 0.30 -0.07
0.40 -1.00 -0.28
-1.04 0.02 -0.75
-1.72 -0.49 1.59
2.24 -1.60 -1.66
0.26 -0.23 -0.06
-0.60 -0.17 -0.68
0.21 1.15 -0.39
-0.33 0.06 0.22
-0.16 0.05 0.52
-0.14 0.52 0.45
0.08 -0.44 -0.10
-0.29 -0.48 -0.63
-0.15 -0.47 0.60
-0.31 -0.69 0.25
-0.08 -0.59 -0.20
0.33 -0.12 0.09
-0.06 0.11 -0.23
1.57 -1.26 -0.06
-0.68 0.05 -0.63
0.08 -0.38 0.02
1.06 -0.51 0.36
-0.19 -0.27 0.35
0.21 -0.09 -0.12
-0.43 0.36 -0.09
-0.65 -0.08 -0.42
-0.61 0.08 -0.23
0.36 -0.35 -0.43
-0.44 0.27 0.10
0.49 -0.14 -0.20
0.40 -0.26 0.37
-0.19 -0.04 0.45
0.01 -0.16 -0.32
0.16 0.53 0.11
0.22 0.05 -0.09
-0.02 0.26 -0.33
-0.48 0.19 0.22
0.28 -0.52 -0.80
-0.43 0.43 -0.37
-0.19 -0.15 -0.03
-0.27 0.04 0.08
0.14 -0.58 -0.15
0.02 0.80 -0.58
0.01 -0.61 0.33
0.29 -0.03 -0.38
-0.17 0.11 -0.01
-0.53 -0.20 0.49
-0.18 0.47 -0.14
0.38 0.30 -0.01
-0.26 0.16 -0.69
-0.15 -0.06 -0.83
0.13 -0.18 0.23
-0.44 -0.07 -0.70
1.29 -0.13 -0.49
-0.06 -0.04 0.26
0.17 0.86 -0.43
0.06 -0.26 0.12
-0.35 0.14 0.10
0.01 0.29 0.58
0.09 0.20 -0.20
-0.40 0.50 0.30
0.10 -0.01 -0.09
-0.25 -0.32 0.25
-0.01 0.00 0.31
-0.01 0.09 -0.06
0.05 0.61 0.08
0.16 0.14 0.19
-0.25 0.13 -0.21
0.33 -0.12 -0.22
-0.18 -0.58 0.55
0.18 0.93 -0.78
0.54 -0.76 0.04

=====

Among the records above, which one has the lowest energy? C11H27As3AuO2

=====

multiplicity of number 2 (C27H30N2O7)? 1

=====

The highest multiplicity belongs to which entry? C22H64Cu3N2O13P